ORCA calculation (ωB97M-V with the def2-TZVPD basis set) on C4H10N4O in the gas phase.

- HOMO level (hartree) = -0.296
- M (g/mol) = 130.151
- electronic energy (Eh) = -452.577474
- E_LUMO (eV) = 0.854
- ΔE to the lowest compared entry with this formula, charge and spin (kcal per mole) = 75.5

Structure (ORCA input):
```
! wB97M-V def2-TZVPD RIJCOSX def2/J DEFGRID3
* xyz 0 1
C 0.173 1.935 -0.157
N -1.937 0.490 0.520
C 1.868 -0.676 -0.064
C 0.165 -0.615 0.228
C -0.314 0.604 0.301
N -2.703 0.010 -0.545
N -0.430 -1.858 0.271
O 2.212 -1.949 -0.354
N 2.850 0.128 0.036
H 3.183 -1.998 -0.382
H -2.227 1.439 0.772
H -3.286 -0.785 -0.289
H -2.092 -0.300 -1.312
H 0.235 -2.574 0.554
H -1.227 -1.863 0.901
H 2.567 1.063 0.328
H 0.955 2.321 0.505
H 0.587 1.898 -1.170
H -0.579 2.731 -0.142
*
```